(1)
Here is 5 unconnected molecules or ions with the total composition C71H45F8N2O11PS at a distorted geometry from the OMol25 dataset. Energies are from ωB97M-V/def2-TZVPD.

Geometry as ORCA input:
```
! wB97M-V def2-TZVPD RIJCOSX def2/J DEFGRID3
* xyz 0 1
O 1.32937 2.13871 5.05020
P 2.13880 3.67206 4.84693
O 3.71709 3.55743 4.11203
S 2.43876 4.47912 6.63532
C 0.96978 4.93954 3.93970
C 1.04239 5.19217 2.31365
C 0.05110 6.31908 1.64156
C -1.04456 7.24231 2.49777
N -1.82705 8.25222 1.70732
C -2.74718 8.97799 2.64936
C -2.92813 8.70511 4.24374
C -4.00590 9.59913 5.14576
C -5.40788 9.92899 4.36265
O -6.35529 8.85283 4.68713
C -7.29117 8.57234 3.58890
C -7.06337 6.96167 3.20202
F -6.09262 6.89576 2.04614
F -6.35647 6.30956 4.34382
C -8.49311 6.26581 2.80200
F -9.12182 7.17542 1.77294
F -8.15298 4.95950 2.12835
C -9.55113 6.08657 4.04162
F -10.78696 6.86133 3.64817
F -9.10326 6.64670 5.33748
C -9.90597 4.49105 4.31718
F -10.71859 3.98685 3.18634
F -10.70078 4.47968 5.59806
N -2.12278 7.67570 4.98473
C -1.15128 6.95453 4.09438
C -0.16285 5.82900 4.78900
H 1.08631 2.10673 6.02514
H 4.18847 4.44267 4.07447
H 1.77746 4.60228 1.59462
H 0.14694 6.46950 0.46089
H -3.41532 9.84635 2.17524
H -3.50699 10.54762 5.64486
H -4.29684 8.88703 6.05872
H -5.84456 10.91807 4.86782
H -5.29764 10.17300 3.22395
H -8.38634 8.74588 4.03089
H -7.20579 9.28280 2.66368
H -8.88409 3.94460 4.47979
H -0.21008 5.60746 5.94649
C 2.38769 1.39119 -4.69433
C 1.69368 0.18240 -4.74115
C 0.40913 0.09338 -4.20237
C -0.17911 1.21406 -3.60359
C 0.52448 2.41588 -3.53493
C 1.80662 2.50800 -4.09199
C -0.06639 3.59053 -2.86176
O 0.54957 4.64765 -2.80414
C -1.40564 3.47026 -2.25184
C -1.95354 4.55854 -1.56024
C -3.22518 4.45765 -0.99186
C -3.95526 3.27637 -1.12010
C -3.40963 2.18879 -1.80369
C -2.12803 2.28309 -2.36221
C -1.54524 1.11541 -3.05231
O -2.18435 0.07530 -3.16146
H 3.38514 1.46310 -5.12239
H 2.15165 -0.69140 -5.19931
H -0.12873 -0.85218 -4.24718
H 2.35652 3.44673 -4.05423
H -1.39142 5.48549 -1.45829
H -3.64656 5.30213 -0.45078
H -4.94881 3.19994 -0.68370
H -3.98351 1.26814 -1.89555
C 0.40554 -6.23657 4.90695
C 1.30470 -6.89412 4.06781
C 2.31594 -6.17570 3.42788
C 2.42123 -4.79251 3.61807
C 1.50722 -4.13140 4.43761
C 0.50380 -4.85692 5.09296
C 1.57837 -2.66559 4.60623
O 0.77803 -2.08455 5.32877
C 2.62176 -1.90971 3.88509
C 2.66483 -0.51330 3.99015
C 3.65652 0.20819 3.32208
C 4.61106 -0.46136 2.55694
C 4.56718 -1.85191 2.44601
C 3.56432 -2.57644 3.10378
C 3.50496 -4.04360 2.95127
O 4.34072 -4.63242 2.27526
H -0.37694 -6.79783 5.41295
H 1.22026 -7.96746 3.91288
H 3.01751 -6.69654 2.77833
H -0.20498 -4.34958 5.74508
H 1.92523 0.01688 4.58807
H 3.68496 1.29284 3.40079
H 5.38802 0.09979 2.04229
H 5.31282 -2.36736 1.84292
C 4.90554 -4.47613 -6.08426
C 5.80470 -5.13368 -6.92340
C 6.81594 -4.41526 -7.56333
C 6.92123 -3.03207 -7.37314
C 6.00722 -2.37096 -6.55360
C 5.00380 -3.09648 -5.89825
C 6.07837 -0.90516 -6.38498
O 5.27803 -0.32411 -5.66244
C 7.12176 -0.14927 -7.10612
C 7.16483 1.24714 -7.00106
C 8.15652 1.96863 -7.66913
C 9.11106 1.29908 -8.43426
C 9.06718 -0.09147 -8.54520
C 8.06432 -0.81600 -7.88743
C 8.00496 -2.28316 -8.03994
O 8.84072 -2.87198 -8.71595
H 4.12306 -5.03739 -5.57826
H 5.72026 -6.20702 -7.07833
H 7.51751 -4.93610 -8.21288
H 4.29502 -2.58914 -5.24613
H 6.42523 1.77732 -6.40314
H 8.18496 3.05328 -7.59042
H 9.88802 1.86023 -8.94892
H 9.81282 -0.60692 -9.14828
C -3.53906 -12.63110 -0.83133
C -2.97693 -12.80100 0.43365
C -2.20763 -11.78244 0.99845
C -1.98939 -10.59418 0.29073
C -2.53099 -10.43424 -0.98411
C -3.31750 -11.45058 -1.54194
C -2.26620 -9.20542 -1.75998
O -2.74452 -9.06265 -2.87848
C -1.41005 -8.15576 -1.17234
C -1.10345 -7.01116 -1.91982
C -0.30538 -6.00747 -1.36662
C 0.17973 -6.13906 -0.06577
C -0.11950 -7.28077 0.67909
C -0.90806 -8.29550 0.12067
C -1.18924 -9.51515 0.90344
O -0.75944 -9.63367 2.04511
H -4.14624 -13.42117 -1.26772
H -3.13912 -13.72620 0.98216
H -1.77625 -11.92003 1.98859
H -3.75491 -11.32726 -2.53113
H -1.48083 -6.89918 -2.93503
H -0.06421 -5.12193 -1.95068
H 0.79542 -5.35410 0.36803
H 0.26681 -7.37875 1.69228
*
```

## Properties
HOMO-LUMO gap (eV): 6.86
Molecular weight (Da): 1317.2
HOMO energy (Eh): -0.316
Largest force on an atom (eV/Å): 7.49
Energy relative to the best compared isomer or geometry (same formula, charge and spin) (kcal/mol): 213.7

=====

(2)
Here is a molecular structure, C71H60AsBrN3NiO2P from the OMol25 dataset. Energies are from ωB97M-V/def2-TZVPD.

Geometry as ORCA input:
```
! wB97M-V def2-TZVPD RIJCOSX def2/J DEFGRID3
* xyz 0 3
Ni 0.21598 0.31725 1.86372
O -0.57663 -0.31094 3.53356
C -1.49295 -1.33073 3.61750
C -1.85819 -1.84019 2.17294
C -0.64629 -2.48340 1.57741
C -0.53715 -3.86650 1.50322
C 0.68386 -4.42549 1.18886
C 1.75630 -3.58522 0.94141
C 1.56993 -2.20914 0.93658
C 2.68408 -1.33077 0.43992
C 3.12880 -0.14411 1.34865
O 2.11581 0.33618 2.12688
C 4.27993 -0.65149 2.24420
C 4.00111 -0.98245 3.56471
C 5.00576 -1.41896 4.41973
C 6.31016 -1.53438 3.96307
C 6.59476 -1.22706 2.63884
C 5.58811 -0.79066 1.78897
C 3.65393 1.00972 0.46389
C 4.19764 0.84471 -0.80513
C 4.66398 1.93869 -1.52936
C 4.59181 3.21465 -0.99600
C 4.05779 3.39063 0.27718
C 3.59729 2.29906 0.99637
N 0.37312 -1.67590 1.24798
C -2.73463 -0.75584 4.31769
C -3.63187 0.04248 3.61217
C -4.64828 0.72884 4.25988
C -4.78854 0.63185 5.63738
C -3.90353 -0.16112 6.35229
C -2.88755 -0.84645 5.69785
C -0.91853 -2.53439 4.37310
C 0.43840 -2.56322 4.65692
C 1.01196 -3.67878 5.25651
C 0.22708 -4.77498 5.58466
C -1.13471 -4.75164 5.30427
C -1.70114 -3.63889 4.69974
H -2.12863 -0.95545 1.60249
H -2.69244 -2.54215 2.19964
H -1.39640 -4.48043 1.73474
H 0.80305 -5.50057 1.14483
H 2.73821 -3.98465 0.72675
H 2.34423 -0.89585 -0.49849
H 3.53971 -1.96781 0.21482
H 2.98182 -0.89790 3.91629
H 4.76684 -1.66555 5.44742
H 7.09707 -1.86241 4.63018
H 7.60736 -1.31895 2.26593
H 5.83790 -0.54657 0.76253
H 4.25620 -0.14020 -1.25527
H 5.08810 1.78553 -2.51405
H 4.94916 4.06483 -1.56372
H 4.00866 4.38172 0.71283
H 3.17463 2.42458 1.98502
H -3.52909 0.15376 2.54115
H -5.33003 1.34683 3.68727
H -5.57290 1.17636 6.14742
H -3.99671 -0.24368 7.42804
H -2.19255 -1.44340 6.27413
H 1.02731 -1.69703 4.38513
H 2.07579 -3.69182 5.46193
H 0.66926 -5.64135 6.06045
H -1.75453 -5.60399 5.55489
H -2.76542 -3.62708 4.48738
Br 1.78210 3.49554 8.35848
C 1.29743 3.14355 6.56229
C 1.99305 2.18303 5.84270
C 1.61255 1.89301 4.54572
C 0.55598 2.58127 3.96420
C -0.12588 3.55151 4.69198
C 0.23955 3.83338 5.99951
N 0.07821 2.22484 2.67532
C -0.35884 3.11604 1.88836
C -1.36215 2.72581 0.87120
C -2.08916 3.70237 0.21413
C -3.20516 3.32936 -0.51760
C -3.55810 1.99358 -0.54732
C -2.72849 1.07736 0.08758
N -1.63910 1.41749 0.76337
H 2.82590 1.66225 6.29455
H 2.12556 1.14597 3.95337
H -0.98450 4.04732 4.25621
H -0.30470 4.56955 6.57378
H -0.13624 4.17719 2.02168
H -1.78889 4.73916 0.29450
H -3.79111 4.06987 -1.04604
H -4.44789 1.65328 -1.05957
H -2.96086 0.01885 0.04598
C -1.24222 -0.71563 -2.41836
C -1.25934 -0.88198 -3.93448
As -2.79760 -1.91867 -4.62566
C -4.02721 -0.43087 -4.97479
C -4.25017 0.55108 -4.01221
C -5.13777 1.59312 -4.24583
C -5.83814 1.65411 -5.44142
C -5.64702 0.66580 -6.39676
C -4.75157 -0.36917 -6.16355
C -2.06149 -2.09419 -6.42790
C -1.68703 -0.98910 -7.19103
C -1.10906 -1.16000 -8.43903
C -0.89720 -2.43962 -8.94022
C -1.26220 -3.54434 -8.18760
C -1.84186 -3.36981 -6.93590
P 0.18470 0.21676 -1.65082
C -0.06038 1.94922 -2.18905
C -1.10814 2.43814 -2.96197
C -1.19449 3.79455 -3.25857
C -0.24191 4.67958 -2.77550
C 0.79874 4.20579 -1.98416
C 0.87988 2.85568 -1.68416
C 1.50342 -0.31405 -2.83268
C 2.22362 0.53531 -3.66339
C 3.20227 0.03019 -4.51328
C 3.49248 -1.32355 -4.52705
C 2.78532 -2.18371 -3.69323
C 1.79991 -1.68124 -2.86131
H -1.24694 -1.69369 -1.92814
H -2.13934 -0.19956 -2.07513
H -0.39006 -1.45192 -4.26429
H -1.21907 0.07742 -4.45043
H -3.73291 0.50577 -3.06240
H -5.28433 2.35849 -3.49256
H -6.53358 2.46273 -5.62494
H -6.19514 0.70099 -7.32960
H -4.60690 -1.13051 -6.92062
H -1.85454 0.01364 -6.81492
H -0.82416 -0.29527 -9.02485
H -0.45101 -2.57159 -9.91743
H -1.10096 -4.54270 -8.57354
H -2.12603 -4.23530 -6.34844
H -1.87186 1.77417 -3.34400
H -2.01173 4.15531 -3.87174
H -0.30931 5.73295 -3.01644
H 1.54549 4.88690 -1.59494
H 1.68781 2.49298 -1.05296
H 2.03128 1.59951 -3.65421
H 3.73969 0.70546 -5.16777
H 4.26212 -1.71099 -5.18191
H 3.00305 -3.24421 -3.69182
H 1.24950 -2.36369 -2.21871
*
```

## Properties
HOMO-LUMO gap (spin up / spin down) (eV): 7.02 / 6.96
Molecular weight (Da): 1231.8
HOMO energy (spin up / spin down) (Eh): -0.287 / -0.286
Largest force on an atom (eV/Å): 0.81
Energy relative to the best compared isomer or geometry (same formula, charge and spin) (kcal/mol): 15.5